This record from OMol25 describes a molecular structure, C57H59AsCl3F6IN4O4PSeSiTl. The level of theory is the ωB97M-V functional and the def2-TZVPD basis.

Last column: Löwdin charge in e.
Positions of all 139 atoms, in Å:
1 Tl -0.394 0.113 0.231  0.8671
2 O 0.888 -1.329 -3.403  -0.0462
3 N -0.303 -1.156 -2.742  -0.0030
4 C -0.983 -0.137 -3.078  -0.1656
5 C -0.587 0.848 -4.117  -0.2298
6 C -0.704 0.505 -5.467  -0.0305
7 C -0.395 1.426 -6.452  -0.0617
8 C 0.048 2.695 -6.096  -0.0579
9 C 0.188 3.030 -4.760  -0.0775
10 C -0.131 2.118 -3.752  -0.3114
11 P 0.151 2.581 -1.977  1.1360
12 C 1.876 3.178 -2.197  -0.3734
13 C 2.332 4.454 -1.897  -0.0802
14 C 3.683 4.765 -2.039  -0.0701
15 C 4.577 3.811 -2.496  -0.0740
16 C 4.119 2.539 -2.823  -0.0749
17 C 2.784 2.225 -2.661  -0.1110
18 C -0.879 4.096 -1.873  -0.3651
19 C -0.695 4.981 -0.806  -0.1228
20 C -1.517 6.085 -0.644  -0.0679
21 C -2.558 6.312 -1.535  -0.0776
22 C -2.774 5.423 -2.577  -0.0684
23 C -1.943 4.322 -2.746  -0.1025
24 H 1.007 -0.607 -4.045  0.0817
25 H -1.920 0.011 -2.534  0.1046
26 H -1.056 -0.485 -5.735  0.1261
27 H -0.501 1.160 -7.495  0.1081
28 H 0.288 3.421 -6.863  0.1093
29 H 0.555 4.013 -4.485  0.1200
30 H 1.649 5.223 -1.564  0.0883
31 H 4.030 5.758 -1.781  0.1048
32 H 5.629 4.054 -2.589  0.1042
33 H 4.808 1.788 -3.194  0.1003
34 H 2.436 1.220 -2.886  0.0985
35 H 0.091 4.800 -0.087  0.0684
36 H -1.351 6.761 0.186  0.1080
37 H -3.205 7.172 -1.408  0.1051
38 H -3.603 5.574 -3.258  0.1096
39 H -2.145 3.631 -3.553  0.0999
40 I 2.090 5.734 2.626  0.9004
41 C 0.658 4.227 2.775  -0.7095
42 C -0.283 4.222 3.789  -0.1156
43 C -1.212 3.190 3.815  -0.0482
44 C -1.158 2.219 2.832  -0.1713
45 N -0.251 2.238 1.851  0.0241
46 C 0.648 3.221 1.820  -0.2359
47 H -0.294 5.000 4.541  0.1031
48 H -1.971 3.144 4.587  0.1172
49 H -1.866 1.394 2.812  0.0882
50 H 1.387 3.189 1.029  0.0761
51 Cl 4.749 -0.724 2.505  0.6538
52 C 4.000 0.861 2.274  -1.4548
53 Cl 5.267 2.076 2.099  0.6040
54 Cl 3.013 1.259 3.723  0.5843
55 C 3.004 0.869 1.031  -0.8344
56 O 3.020 1.894 0.349  -0.0383
57 O 2.314 -0.174 0.912  -0.3019
58 C 0.161 -2.807 5.957  -0.2227
59 Si -0.388 -1.205 5.176  0.1796
60 C 0.194 0.269 6.160  -0.2083
61 C -2.255 -1.193 5.019  -0.2125
62 Se 0.540 -1.093 3.067  0.5825
63 H -0.231 -2.900 6.976  0.0358
64 H 1.253 -2.859 6.000  0.0294
65 H -0.191 -3.661 5.371  0.0298
66 H -0.110 0.177 7.208  0.0398
67 H -0.233 1.192 5.753  0.0153
68 H 1.284 0.357 6.121  0.0168
69 H -2.729 -1.086 6.003  0.0416
70 H -2.610 -2.130 4.578  0.0238
71 H -2.592 -0.366 4.386  0.0133
72 C -1.070 -3.403 0.913  -0.1720
73 C -2.044 -4.633 1.013  -0.1237
74 N -3.389 -4.226 0.634  -0.1602
75 C -3.847 -3.161 1.521  -0.1168
76 C -2.891 -1.924 1.400  -0.1436
77 N -1.836 -2.256 0.437  -0.1727
78 C -2.410 -2.521 -0.885  -0.1296
79 C -3.387 -3.745 -0.745  -0.1192
80 H -0.262 -3.593 0.219  0.0300
81 H -0.629 -3.164 1.884  0.0613
82 H -2.068 -5.024 2.030  0.1188
83 H -1.718 -5.431 0.344  0.1139
84 H -3.876 -3.544 2.543  0.1140
85 H -4.858 -2.877 1.232  0.1171
86 H -2.421 -1.679 2.355  0.0775
87 H -3.402 -1.048 1.033  0.0693
88 H -1.602 -2.721 -1.588  0.0902
89 H -2.941 -1.623 -1.205  0.0989
90 H -3.080 -4.566 -1.394  0.1145
91 H -4.400 -3.449 -1.016  0.1190
92 C -3.422 2.973 0.305  0.0321
93 C -3.795 1.507 0.047  -0.4743
94 O -2.770 0.624 0.000  -0.2995
95 C -4.798 1.108 1.175  -0.5307
96 F -5.419 -0.067 0.932  0.1425
97 F -4.124 0.955 2.344  0.1198
98 F -5.761 2.020 1.408  0.1469
99 C -4.549 1.438 -1.313  -0.5310
100 F -5.768 2.013 -1.301  0.1510
101 F -3.825 2.068 -2.270  0.1284
102 F -4.714 0.168 -1.733  0.1377
103 H -3.049 3.070 1.324  0.0797
104 H -4.273 3.641 0.165  0.1044
105 H -2.627 3.244 -0.381  0.0602
106 C 1.810 -5.679 -4.346  -0.0953
107 C 2.962 -4.938 -4.113  -0.0829
108 C 3.073 -4.151 -2.973  -0.0941
109 C 2.035 -4.088 -2.044  -0.3662
110 C 0.872 -4.815 -2.308  -0.1410
111 C 0.763 -5.616 -3.437  -0.0881
112 As 2.093 -2.871 -0.494  1.3773
113 C 3.974 -2.353 -0.598  -0.4045
114 C 5.010 -3.185 -0.181  -0.1157
115 C 6.331 -2.764 -0.280  -0.0879
116 C 6.628 -1.507 -0.792  -0.0894
117 C 5.599 -0.675 -1.215  -0.0766
118 C 4.280 -1.100 -1.124  -0.1238
119 C 2.246 -4.202 0.950  -0.3854
120 C 2.787 -3.772 2.161  -0.1599
121 C 2.864 -4.628 3.252  -0.0815
122 C 2.377 -5.926 3.154  -0.0940
123 C 1.832 -6.363 1.954  -0.0879
124 C 1.770 -5.508 0.858  -0.1061
125 H 1.723 -6.288 -5.239  0.0994
126 H 3.778 -4.969 -4.826  0.1014
127 H 3.980 -3.586 -2.808  0.0922
128 H 0.027 -4.754 -1.628  0.0780
129 H -0.144 -6.184 -3.614  0.1008
130 H 4.793 -4.164 0.225  0.1042
131 H 7.130 -3.419 0.048  0.1023
132 H 7.658 -1.177 -0.857  0.1019
133 H 5.823 0.314 -1.602  0.0929
134 H 3.474 -0.440 -1.428  0.0861
135 H 3.156 -2.756 2.244  0.0275
136 H 3.309 -4.278 4.177  0.1044
137 H 2.424 -6.592 4.008  0.0992
138 H 1.459 -7.377 1.866  0.1004
139 H 1.370 -5.881 -0.076  0.0844

Properties
charge = 0
E_tot = -10445.4104 Eh
energy relative to the best compared isomer or geometry (same formula, charge and spin) = 0.978 eV
molecular weight = 1628.70 g mol⁻¹
gap between HOMO and LUMO (spin up / spin down) = 5.6 / 5.0 eV